No. 1
Density functional theory data (ωB97M-V with the def2-TZVPD basis set) for a structure of composition C24H41MoN5O6Si2 in a non-equilibrium geometry.

Each line ends with the Löwdin charge.
Positions of all 79 atoms, in Å:
Mo1 0.532 0.130 0.095  1.3597
N1 -1.676 -2.116 0.887  0.0194
N2 -2.761 -1.287 0.579  0.0006
C1 -2.574 -0.028 0.074  -0.6529
O1 -3.448 0.652 -0.391  0.0990
O2 -1.310 0.405 0.189  -0.3139
H1 -1.519 -2.781 0.133  0.0772
H2 -1.867 -2.599 1.757  0.0901
H3 -3.621 -1.715 0.257  0.1521
O3 0.899 -0.297 -2.381  -0.1268
N3 0.025 -1.201 -2.468  -0.5411
O4 -0.320 -1.667 -3.515  0.0954
O5 -0.537 -1.517 -1.373  -0.1420
C2 2.668 2.358 -1.901  -0.2150
Si1 0.967 2.346 -1.126  0.5353
C3 -0.341 2.441 -2.449  -0.1979
C4 0.796 3.897 -0.093  -0.3057
C5 1.901 4.599 0.396  -0.1206
C6 1.746 5.780 1.110  -0.0873
C7 0.475 6.286 1.340  -0.0881
C8 -0.637 5.614 0.852  -0.0853
C9 -0.474 4.432 0.145  -0.1225
H4 2.751 3.269 -2.498  0.0460
H5 2.785 1.498 -2.562  0.0251
H6 3.489 2.364 -1.183  0.0148
H7 -0.422 3.484 -2.765  0.0421
H8 -1.321 2.116 -2.095  0.0282
H9 -0.067 1.825 -3.303  0.0291
H10 2.901 4.222 0.222  0.0932
H11 2.616 6.306 1.481  0.1011
H12 0.351 7.207 1.895  0.1004
H13 -1.629 6.007 1.027  0.1051
H14 -1.354 3.916 -0.224  0.1066
C10 2.455 1.925 2.713  -0.2113
Si2 1.107 0.611 2.575  0.6463
C11 -0.381 1.342 3.558  -0.6393
C12 -1.478 0.311 3.821  -0.0925
C13 0.054 1.966 4.896  -0.0973
C14 -0.981 2.496 2.747  -0.1125
C15 1.822 -0.967 3.456  -0.6379
C16 1.885 -0.801 4.979  -0.1056
C17 3.260 -1.247 2.995  -0.1034
C18 0.980 -2.214 3.156  -0.1145
H15 2.905 1.919 3.709  0.0326
H16 2.038 2.916 2.530  0.0103
H17 3.264 1.785 1.991  0.0133
H18 -1.159 -0.459 4.527  0.0631
H19 -1.799 -0.180 2.904  0.0523
H20 -2.356 0.803 4.255  0.0882
H21 0.430 1.246 5.619  0.0551
H22 -0.813 2.459 5.350  0.0845
H23 0.819 2.731 4.758  0.0745
H24 -1.397 2.178 1.791  0.0547
H25 -0.244 3.274 2.547  0.0607
H26 -1.792 2.958 3.321  0.0916
H27 2.426 0.096 5.284  0.0782
H28 2.409 -1.661 5.413  0.0835
H29 0.893 -0.768 5.429  0.0623
H30 3.912 -0.379 3.109  0.0762
H31 3.318 -1.578 1.963  0.0429
H32 3.682 -2.053 3.604  0.0848
H33 -0.001 -2.167 3.631  0.0628
H34 1.485 -3.112 3.530  0.0861
H35 0.808 -2.354 2.088  0.0281
N4 5.499 -4.536 -1.962  0.1813
C19 5.640 -3.274 -1.494  -0.4863
O6 6.703 -2.697 -1.425  0.0804
C20 4.371 -2.581 -1.021  -0.0964
C21 3.166 -3.227 -0.801  0.0253
C22 2.071 -2.493 -0.376  -0.1000
N5 2.160 -1.176 -0.161  -0.1284
C23 3.335 -0.554 -0.333  -0.1231
C24 4.459 -1.220 -0.773  0.0426
H36 6.324 -4.982 -2.326  0.1195
H37 4.605 -4.932 -2.184  0.0941
H38 3.037 -4.291 -0.940  0.1169
H39 1.105 -2.949 -0.222  0.1109
H40 3.364 0.506 -0.102  0.0900
H41 5.396 -0.701 -0.910  0.1337

As for the charge: 0. As for the expectation value of S²: 2.027. Its spin multiplicity is 3. For the energy above the lowest of the compared OMol25 structures with the same formula, charge and spin, the calculation gives 0.697 eV. The calculation puts the largest force on an atom at 0.0198 Eh/bohr.

=====

No. 2
Density functional theory data (ωB97M-V with the def2-TZVPD basis set) for the molecule C3H3ClS in a non-equilibrium geometry.

Each line ends with the Löwdin charge.
Positions of all 8 atoms, in Å:
C1 0.533 2.082 0.329  0.1174
C2 0.492 0.885 0.219  -0.2012
C3 0.228 -0.553 -0.117  -0.5304
S1 -1.289 -1.122 0.816  0.3839
Cl1 -1.513 -2.823 -0.147  0.1089
H1 0.503 3.062 0.131  -0.0086
H2 1.159 -1.059 -0.089  0.0666
H3 -0.112 -0.472 -1.142  0.0634

As for the charge: 0. For the energy above the lowest of the compared OMol25 structures with the same formula, charge and spin, the calculation gives 1.320 eV. The calculation puts the largest force on an atom at 0.0674 Eh/bohr.

=====

No. 3
Density functional theory data (ωB97M-V with the def2-TZVPD basis set) for a cluster of 2 separate species, C2H6O6S3 in total in a non-equilibrium geometry.

Each line ends with the Löwdin charge.
Positions of all 17 atoms, in Å:
C1 -3.306 -1.201 -0.077  -0.1436
C2 4.536 1.206 1.326  -0.2849
O1 -4.002 1.299 -0.272  -0.3416
O2 -4.252 0.076 1.856  -0.2403
O3 -0.182 2.259 -0.220  -0.3100
O4 2.486 1.792 -0.109  -0.5961
O5 -1.494 0.688 -1.382  -0.4019
O6 -2.096 0.681 1.060  -0.3955
S1 -3.548 0.336 0.681  0.4180
S2 3.937 2.012 0.008  0.9045
S3 -1.728 1.706 -0.388  1.0242
H1 -2.746 -0.845 -1.003  0.0624
H2 -2.557 -1.825 0.482  0.1036
H3 -4.165 -1.718 -0.442  0.0682
H4 0.547 1.766 -0.740  0.0777
H5 4.095 0.677 2.129  0.0119
H6 5.669 1.299 1.469  0.0433

As for the charge: 0. For the energy above the lowest of the compared OMol25 structures with the same formula, charge and spin, the calculation gives 0.000 eV. The calculation puts the largest force on an atom at 0.0909 Eh/bohr.

=====

No. 4
Density functional theory data (ωB97M-V with the def2-TZVPD basis set) for a structure of composition C22H24ClMnNO2 in a non-equilibrium geometry.

Each line ends with the Löwdin charge.
Positions of all 51 atoms, in Å:
Mn1 -0.380 0.226 0.025  0.9679
C1 2.041 0.950 2.213  -0.0460
O1 1.413 0.029 1.333  -0.2791
C2 1.887 -1.302 1.485  -0.1531
C3 1.688 -2.073 0.175  -0.1440
O2 0.387 -1.803 -0.334  -0.3076
C4 -0.113 -2.796 -1.218  -0.0472
H1 1.992 0.601 3.250  0.1062
H2 1.491 1.889 2.124  0.1040
H3 3.090 1.097 1.934  0.1049
H4 1.343 -1.781 2.313  0.1319
H5 2.953 -1.291 1.729  0.1439
H6 1.805 -3.147 0.367  0.1466
H7 2.441 -1.756 -0.561  0.1278
H8 -0.356 -3.712 -0.670  0.1050
H9 0.609 -3.032 -2.003  0.1002
H10 -1.025 -2.387 -1.657  0.1074
C5 -2.516 -2.164 3.004  -0.0340
C6 -3.575 -1.326 3.324  -0.0230
C7 -3.776 -0.197 2.557  0.0171
C8 -2.903 0.096 1.507  -0.2051
N1 -1.839 -0.691 1.243  0.0251
C9 -1.680 -1.802 1.964  -0.1056
C10 -3.031 1.260 0.637  -0.1996
C11 -4.220 1.987 0.554  -0.0267
C12 -4.310 3.097 -0.261  -0.0624
C13 -3.197 3.491 -0.982  -0.0686
C14 -2.026 2.748 -0.931  -0.1039
C15 -1.891 1.596 -0.145  -0.1210
H11 -2.341 -3.074 3.556  0.1136
H12 -4.223 -1.555 4.156  0.1215
H13 -4.591 0.470 2.775  0.1147
H14 -0.844 -2.434 1.697  0.1044
H15 -5.086 1.665 1.112  0.1078
H16 -5.233 3.653 -0.334  0.1124
H17 -3.245 4.374 -1.601  0.1107
H18 -1.208 3.101 -1.539  0.0853
Cl1 6.112 -0.528 -3.490  0.6983
C16 4.554 -0.116 -2.877  -0.6730
C17 3.429 -0.825 -3.291  -0.0975
C18 2.183 -0.463 -2.824  -0.0620
C19 2.007 0.624 -1.945  -0.3117
C20 0.690 1.091 -1.570  -0.1492
C21 3.174 1.292 -1.517  -0.0384
C22 4.424 0.932 -1.970  -0.0961
H19 3.548 -1.627 -4.000  0.1091
H20 1.310 -1.001 -3.163  0.1096
H21 -0.064 0.859 -2.349  0.0891
H22 0.720 2.156 -1.308  0.0670
H23 3.080 2.126 -0.838  0.1141
H24 5.304 1.475 -1.657  0.1096

As for the charge: +1. The total energy is -72624.735 eV. As for the expectation value of S²: 6.291. Its spin multiplicity is 5. The calculation puts the largest force on an atom at 0.0279 Eh/bohr.

=====

No. 5
Density functional theory data (ωB97M-V with the def2-TZVPD basis set) for a cluster of 2 separate species, C6H7O2 in total in a non-equilibrium geometry.

Each line ends with the Löwdin charge.
Positions of all 15 atoms, in Å:
C1 -1.609 0.856 0.608  -0.1316
C2 -3.196 -0.110 -1.171  -0.0168
C3 -2.781 1.216 0.627  -0.5369
C4 -0.560 -1.335 1.065  -0.0897
C5 -0.090 0.124 -1.090  -0.0979
C6 -0.434 0.079 0.455  -0.4851
O1 -3.587 -1.156 -0.839  -0.0040
O2 -3.822 1.726 0.888  -0.0573
H1 0.389 -1.836 1.155  0.0485
H2 -1.348 -1.751 0.425  0.0593
H3 -1.050 -1.303 2.057  0.0732
H4 -1.031 0.263 -1.603  0.0063
H5 0.399 -0.802 -1.536  0.0767
H6 0.530 0.994 -1.224  0.0495
H7 0.472 0.576 0.883  0.1058

As for the charge: -1. For the energy above the lowest of the compared OMol25 structures with the same formula, charge and spin, the calculation gives 2.034 eV. The calculation puts the largest force on an atom at 0.0619 Eh/bohr.

=====

No. 6
Density functional theory data (ωB97M-V with the def2-TZVPD basis set) for the molecule C4H7NO2.

Each line ends with the Löwdin charge.
Positions of all 14 atoms, in Å:
C1 1.962 0.257 -0.025  -0.0090
C2 0.668 -0.478 -0.310  -0.4605
O1 0.728 -1.519 -0.935  0.0652
N1 -0.583 -0.001 0.117  -0.0340
C3 -1.702 -0.861 -0.329  -0.0063
C4 -0.696 1.230 0.762  -0.2791
O2 -1.717 1.772 1.116  0.0590
H1 2.027 1.238 -0.506  0.0894
H2 2.712 -0.397 -0.469  0.0859
H3 2.178 0.373 1.041  0.0887
H4 -2.566 -0.831 0.334  0.0931
H5 -1.989 -0.604 -1.352  0.1002
H6 -1.311 -1.875 -0.376  0.0815
H7 0.289 1.695 0.932  0.1260

As for the charge: 0. For the energy above the lowest of the compared OMol25 structures with the same formula, charge and spin, the calculation gives 0.464 eV. The calculation puts the largest force on an atom at 0.0160 Eh/bohr.